Record 1
The following is a DFT calculation (wB97M-V/def2-TZVPD) of C50H110N7O9 as an isolated structure at a distorted geometry.

Geometry as ORCA input:
```
! RIJCOSX wB97M-V def2-TZVPD def2/J DEFGRID3
* xyz 3 1
N -9.076 5.833 20.959
O -10.089 6.379 20.455
O -9.188 4.720 21.528
O -7.930 6.382 20.985
C -12.726 8.960 21.705
C -12.970 7.449 21.829
C -12.776 6.815 20.462
N -12.922 5.257 20.452
C -14.408 4.842 20.865
C -12.040 4.384 21.391
C -11.558 3.161 20.463
C -12.243 3.264 19.151
C -12.486 4.769 19.041
H -12.892 9.427 22.675
H -13.560 9.368 21.132
H -11.797 9.309 21.255
H -13.908 7.301 22.363
H -12.209 7.077 22.516
H -11.777 6.882 20.030
H -13.544 7.280 19.843
H -14.449 5.012 21.941
H -14.487 3.755 20.840
H -15.161 5.482 20.406
H -12.440 4.129 22.372
H -11.224 5.070 21.619
H -11.709 2.192 20.938
H -10.522 3.385 20.208
H -13.196 2.735 19.141
H -11.720 2.770 18.332
H -13.297 4.933 18.331
H -11.647 5.382 18.709
C -10.111 2.828 18.032
C -9.250 3.296 19.270
C -7.899 2.458 19.225
N -7.012 2.715 20.476
C -6.350 4.151 20.456
C -7.831 2.666 21.773
C -6.893 2.216 22.828
C -5.874 1.346 22.228
C -5.962 1.666 20.717
H -10.768 3.598 17.628
H -10.564 1.920 18.432
H -9.407 2.499 17.268
H -9.914 3.207 20.129
H -9.023 4.336 19.035
H -7.175 2.718 18.453
H -8.058 1.386 19.111
H -5.773 4.267 19.538
H -5.777 4.424 21.342
H -7.187 4.837 20.329
H -8.158 3.677 22.019
H -8.626 1.975 21.495
H -6.316 2.978 23.352
H -7.369 1.680 23.648
H -4.873 1.517 22.623
H -6.180 0.317 22.419
H -5.035 2.132 20.380
H -6.224 0.877 20.012
C -5.566 4.125 26.226
C -4.969 5.173 25.203
C -5.849 5.410 23.896
N -5.512 6.580 22.950
C -6.012 7.979 23.501
C -6.038 6.315 21.609
C -4.776 6.369 20.636
C -3.755 7.197 21.335
C -3.979 6.789 22.787
H -5.081 4.377 27.170
H -5.535 3.058 26.005
H -6.583 4.490 26.367
H -4.023 4.676 24.986
H -4.718 6.124 25.673
H -6.926 5.429 24.065
H -5.660 4.441 23.435
H -5.484 8.189 24.432
H -7.090 8.006 23.663
H -5.793 8.732 22.745
H -6.744 7.107 21.359
H -6.540 5.352 21.523
H -4.897 6.637 19.587
H -4.360 5.375 20.469
H -3.918 8.273 21.276
H -2.763 6.932 20.971
H -3.535 7.551 23.428
H -3.554 5.806 22.993
C -7.816 3.564 24.108
C -8.443 4.754 24.850
C -9.529 5.564 24.018
N -9.892 6.930 24.573
C -10.250 6.865 26.046
C -11.081 7.529 23.850
C -10.579 8.267 22.573
C -9.038 8.527 22.750
C -8.882 7.999 24.283
H -8.594 2.863 23.805
H -7.191 3.051 24.839
H -7.387 3.922 23.172
H -7.580 5.399 25.016
H -8.573 4.523 25.907
H -10.424 4.955 24.145
H -9.301 5.507 22.954
H -10.990 6.079 26.194
H -10.770 7.760 26.386
H -9.255 6.736 26.473
H -11.625 8.258 24.451
H -11.752 6.702 23.617
H -11.142 9.171 22.344
H -10.734 7.657 21.683
H -8.742 9.576 22.786
H -8.381 8.023 22.042
H -9.154 8.820 24.948
H -7.876 7.660 24.529
C -10.221 3.381 22.286
C -9.999 2.248 23.279
C -11.208 1.404 23.220
N -11.040 0.141 24.058
C -11.202 0.582 25.543
C -12.067 -0.887 23.730
C -11.580 -2.208 24.192
C -10.125 -2.166 24.111
C -9.743 -0.676 23.880
H -11.225 3.807 22.279
H -10.160 2.923 21.299
H -9.602 4.274 22.370
H -9.932 2.759 24.239
H -9.039 1.766 23.094
H -11.237 1.030 22.197
H -12.200 1.841 23.333
H -10.365 1.252 25.740
H -10.923 -0.246 26.195
H -12.211 0.925 25.775
H -13.037 -0.761 24.211
H -12.145 -0.777 22.649
H -11.953 -2.412 25.195
H -12.040 -2.919 23.506
H -9.673 -2.813 24.863
H -9.764 -2.637 23.197
H -8.842 -0.329 24.386
H -9.552 -0.542 22.815
C -11.306 13.933 20.561
C -10.154 13.073 20.074
C -10.216 11.611 20.576
N -9.655 10.485 19.586
C -8.167 10.852 19.328
C -10.388 10.289 18.289
C -10.212 8.834 17.969
C -9.710 8.048 19.153
C -9.766 9.073 20.256
H -11.196 14.145 21.625
H -12.247 13.432 20.333
H -11.232 14.968 20.227
H -9.216 13.502 20.427
H -10.137 13.203 18.991
H -11.265 11.317 20.549
H -9.849 11.442 21.589
H -7.759 9.971 18.832
H -7.766 10.872 20.341
H -7.945 11.768 18.780
H -10.251 11.141 17.623
H -11.396 10.543 18.614
H -9.663 8.681 17.040
H -11.256 8.569 17.801
H -8.693 7.659 19.104
H -10.414 7.293 19.504
H -8.960 8.988 20.984
H -10.804 9.043 20.589
O -6.971 8.223 19.819
C -6.503 8.958 20.804
O -7.257 8.934 21.759
O -5.583 9.851 20.624
H -7.529 7.984 20.562
O -8.957 5.658 18.572
C -9.705 5.622 17.456
O -10.704 6.340 17.471
O -9.308 5.044 16.421
H -9.629 6.213 18.975
*
```

Properties
ΔE to the lowest compared entry with this formula, charge and spin (kcal per mole): 1148.1
Calculated total energy (eV): -82415.070
HOMO level (eV): -13.5
Maximum force (hartree/bohr): 0.2957
LUMO level (eV): -7.5
Orbital gap (eV): 6.036

Record 2
The following is a DFT calculation (wB97M-V/def2-TZVPD) of a 9-piece molecular cluster, C26H40Cl10F12O8 overall at a distorted geometry.

Geometry as ORCA input:
```
! RIJCOSX wB97M-V def2-TZVPD def2/J DEFGRID3
* xyz 0 1
C 2.989 -1.209 1.936
C 2.249 -0.082 1.168
O 3.083 1.076 0.982
C 3.263 2.033 1.921
O 2.872 2.064 3.050
C 4.138 3.255 1.480
F 4.075 3.414 0.130
F 3.681 4.379 2.044
F 5.383 3.019 1.891
H 2.183 -1.683 2.496
H 3.740 -0.941 2.679
H 3.447 -1.892 1.221
H 1.355 0.276 1.679
H 1.851 -0.439 0.219
C -0.529 3.541 3.954
C -0.337 2.542 2.801
O -1.565 2.255 2.162
C -1.620 1.532 1.016
O -0.606 1.117 0.468
C -3.030 1.367 0.463
F -3.395 2.429 -0.256
F -3.089 0.325 -0.377
F -3.801 1.187 1.537
H 0.449 3.662 4.419
H -1.276 3.100 4.615
H -0.899 4.503 3.602
H 0.201 1.646 3.112
H 0.238 3.144 2.097
C -0.739 -2.653 -1.008
C -0.105 -2.008 -2.200
O -0.143 -0.587 -2.065
C 0.646 0.231 -2.838
O 1.524 -0.113 -3.698
C 0.451 1.752 -2.536
F 1.256 2.023 -1.526
F 0.752 2.469 -3.586
F -0.818 2.014 -2.166
H -0.821 -3.730 -1.159
H -1.715 -2.172 -0.947
H -0.193 -2.344 -0.118
H -0.629 -2.373 -3.084
H 0.886 -2.448 -2.316
C -4.681 -2.431 6.472
C -3.819 -3.245 5.611
O -3.224 -2.402 4.659
C -1.915 -2.636 4.215
O -1.347 -3.651 4.493
C -1.221 -1.570 3.321
F -0.118 -1.137 3.921
F -0.884 -2.062 2.269
F -2.040 -0.523 3.088
H -5.317 -3.070 7.084
H -5.426 -1.845 5.933
H -4.142 -1.815 7.192
H -4.419 -4.037 5.162
H -3.103 -3.781 6.233
Cl 2.493 7.006 -1.276
C 0.724 6.524 -1.287
C 0.584 5.402 -0.260
Cl -1.068 4.848 -0.298
H 0.371 6.027 -2.191
H 0.059 7.351 -1.039
H 0.911 5.749 0.720
H 1.241 4.557 -0.466
Cl 5.543 1.625 -5.735
C 3.836 1.100 -5.607
C 3.184 1.080 -7.049
Cl 4.232 0.114 -8.171
H 3.294 1.749 -4.919
H 3.833 0.151 -5.071
H 2.983 2.071 -7.455
H 2.184 0.648 -7.034
Cl 0.473 -4.893 1.935
C 0.259 -6.243 0.848
C -0.521 -7.384 1.449
Cl -0.075 -7.931 3.052
H 1.290 -6.518 0.626
H -0.308 -5.902 -0.018
H -0.389 -8.273 0.831
H -1.603 -7.260 1.472
Cl -4.783 -6.959 -2.316
C -4.775 -6.105 -0.749
C -3.742 -4.937 -0.756
Cl -3.319 -4.465 0.932
H -4.611 -6.814 0.063
H -5.788 -5.799 -0.489
H -4.137 -4.077 -1.295
H -2.855 -5.325 -1.257
Cl 3.611 4.386 -3.778
C 2.762 4.897 -5.235
C 1.338 5.358 -4.986
Cl 1.317 7.077 -4.482
H 2.761 3.956 -5.786
H 3.307 5.637 -5.821
H 0.944 4.771 -4.157
H 0.689 5.321 -5.861
*
```

Properties
ΔE to the lowest compared entry with this formula, charge and spin (kcal per mole): 0.0
Calculated total energy (eV): -201824.989
HOMO level (eV): -10.3
Maximum force (hartree/bohr): 0.1409
SMILES: CCOC(=O)C(F)(F)F.CCOC(=O)C(F)(F)F.CCOC(=O)C(F)(F)F.CCOC(=O)C(F)(F)F.ClCCCl.ClCCCl.ClCCCl.ClCCCl.ClCCCl
LUMO level (eV): 0.2
Orbital gap (eV): 10.481

Record 3
The following is a DFT calculation (wB97M-V/def2-TZVPD) of a 2-piece molecular cluster, C5H14NO2 overall at a distorted geometry.

Geometry as ORCA input:
```
! RIJCOSX wB97M-V def2-TZVPD def2/J DEFGRID3
* xyz 1 1
C 0.725 -2.444 0.067
C -0.076 -1.174 -0.212
C -0.484 -0.511 1.105
C -1.218 0.841 1.013
C -1.971 1.094 -0.303
O -1.393 1.083 -1.370
N 0.818 -0.214 -0.975
H 1.747 -2.193 0.364
H 0.765 -3.098 -0.793
H 0.229 -3.021 0.831
H -0.927 -1.329 -0.860
H 0.422 -0.358 1.701
H -1.159 -1.211 1.564
H -0.510 1.669 1.037
H -1.903 0.982 1.839
H -3.043 1.288 -0.174
H 1.318 0.431 -0.351
H 0.285 0.405 -1.584
H 1.586 -0.621 -1.506
H 0.903 3.155 -0.625
H 2.375 2.809 -0.288
O 1.513 2.417 -0.479
*
```

Properties
ΔE to the lowest compared entry with this formula, charge and spin (kcal per mole): 19.6
Calculated total energy (eV): -10990.955
HOMO level (eV): -14.1
Maximum force (hartree/bohr): 0.0244
LUMO level (eV): -3.1
Orbital gap (eV): 11.033